[1]
Below is an isolated ion of composition C2H5FNO and charge -1, with properties calculated with ωB97M-V/def2-TZVPD.

The SMILES is O[N-]CCF. For the energy above the lowest of the compared OMol25 structures with the same formula, charge and spin, the calculation gives 389.1 kJ/mol. As for the orbital gap: 6.05 eV. The LUMO energy comes out at 4.70 eV. Its charge is -1. Its multiplicity is 1.

Each atom is followed by the atoms it is bonded to, with distances in Å.
Cartesian coordinates (Å):
1 O 1.859 -0.757 0.099  N2 1.516, H6 0.959
2 N 1.320 0.491 -0.573  O1 1.516, C3 1.422
3 C 0.136 0.773 0.162  N2 1.422, C4 1.542, H7 1.099, H8 1.116
4 C -1.024 -0.215 -0.073  C3 1.542, F5 1.427, H9 1.089, H10 1.094
5 F -1.806 -0.449 1.097  C4 1.427
6 H 1.791 -1.404 -0.606  O1 0.959
7 H -0.176 1.770 -0.180  C3 1.099
8 H 0.247 0.828 1.271  C3 1.116
9 H -0.611 -1.177 -0.373  C4 1.089
10 H -1.736 0.139 -0.825  C4 1.094



[2]
Below is a single C18H18ClN3O2S molecule in a non-equilibrium geometry, with properties calculated with ωB97M-V/def2-TZVPD.

The SMILES is COc1ccc(CCn2c(-c3ccc(Cl)cc3)n[nH]c2=S)cc1OC. For the energy above the lowest of the compared OMol25 structures with the same formula, charge and spin, the calculation gives 98.7 kJ/mol. As for the orbital gap: 8.09 eV. The LUMO energy comes out at 0.27 eV. Its multiplicity is 1.

Each atom is followed by the atoms it is bonded to, with distances in Å.
Cartesian coordinates (Å):
1 C -2.382 -4.223 -1.018  O2 1.405, H26 1.095, H27 1.095, H28 1.089
2 O -3.012 -3.076 -0.508  C1 1.405, C3 1.374
3 C -2.251 -2.144 0.156  O2 1.374, C4 1.388, C23 1.409
4 C -0.883 -2.281 0.347  C3 1.388, C5 1.384, H29 1.078
5 C -0.141 -1.322 1.014  C4 1.384, C6 1.384, H30 1.080
6 C -0.755 -0.187 1.515  C5 1.384, C7 1.505, C22 1.386
7 C 0.050 0.898 2.179  C6 1.505, C8 1.538, H31 1.091, H32 1.092
8 C -0.097 2.234 1.433  C7 1.538, N9 1.441, H33 1.093, H34 1.095
9 N -0.168 2.056 0.005  C8 1.441, C10 1.375, C20 1.379
10 C 0.618 1.312 -0.843  N9 1.375, C11 1.454, N18 1.301
11 C 1.914 0.720 -0.549  C10 1.454, C12 1.393, C17 1.396
12 C 2.828 1.303 0.325  C11 1.393, C13 1.382, H35 1.078
13 C 4.050 0.704 0.563  C12 1.382, C14 1.386, H36 1.079
14 C 4.367 -0.485 -0.076  C13 1.386, Cl15 1.726, C16 1.388
15 Cl 5.887 -1.241 0.233  C14 1.726
16 C 3.477 -1.067 -0.968  C14 1.388, C17 1.380, H37 1.079
17 C 2.260 -0.463 -1.204  C11 1.396, C16 1.380, H38 1.078
18 N 0.064 1.202 -2.015  C10 1.301, N19 1.347
19 N -1.098 1.878 -1.939  N18 1.347, C20 1.356, H39 1.006
20 C -1.293 2.414 -0.709  N9 1.379, N19 1.356, S21 1.637
21 S -2.563 3.313 -0.200  C20 1.637
22 C -2.122 -0.049 1.340  C6 1.386, C23 1.391, H40 1.079
23 C -2.889 -0.998 0.671  C3 1.409, C22 1.391, O24 1.359
24 O -4.210 -0.684 0.606  C23 1.359, C25 1.409
25 C -5.127 -1.467 -0.123  O24 1.409, H41 1.090, H42 1.092, H43 1.092
26 H -1.624 -3.971 -1.767  C1 1.095
27 H -1.925 -4.822 -0.223  C1 1.095
28 H -3.175 -4.801 -1.491  C1 1.089
29 H -0.372 -3.152 -0.030  C4 1.078
30 H 0.921 -1.471 1.140  C5 1.080
31 H 1.098 0.596 2.209  C7 1.091
32 H -0.289 1.049 3.206  C7 1.092
33 H 0.719 2.914 1.695  C8 1.093
34 H -1.040 2.720 1.703  C8 1.095
35 H 2.604 2.243 0.804  C12 1.078
36 H 4.757 1.157 1.240  C13 1.079
37 H 3.741 -1.986 -1.469  C16 1.079
38 H 1.553 -0.898 -1.892  C17 1.078
39 H -1.721 1.945 -2.727  N19 1.006
40 H -2.647 0.816 1.715  C22 1.079
41 H -6.075 -0.936 -0.041  C25 1.090
42 H -4.846 -1.546 -1.175  C25 1.092
43 H -5.232 -2.468 0.299  C25 1.092



[3]
Below is an isolated ion of composition C4H11N2 and charge +1 in a non-equilibrium geometry, with properties calculated with ωB97M-V/def2-TZVPD.

The SMILES is C=NCCC[NH3+]. For the energy above the lowest of the compared OMol25 structures with the same formula, charge and spin, the calculation gives 260.8 kJ/mol. As for the orbital gap: 9.64 eV. The LUMO energy comes out at -3.44 eV. Its charge is +1. Its multiplicity is 1.

Each atom is followed by the atoms it is bonded to, with distances in Å.
Cartesian coordinates (Å):
1 C -1.944 1.240 1.210  N2 1.267, H7 1.098, H8 1.097
2 N -0.938 0.768 0.603  C1 1.267, C3 1.484
3 C -0.447 -0.587 0.959  N2 1.484, C4 1.569, H9 1.091, H10 1.094
4 C 1.017 -0.867 0.469  C3 1.569, C5 1.518, H11 1.086, H12 1.089
5 C 1.071 -0.766 -1.045  C4 1.518, N6 1.507, H13 1.087, H14 1.091
6 N 0.682 0.609 -1.522  C5 1.507, H15 1.020, H16 1.040, H17 1.019
7 H -2.120 1.443 2.274  C1 1.098
8 H -2.769 1.687 0.641  C1 1.097
9 H -1.123 -1.293 0.476  C3 1.091
10 H -0.519 -0.728 2.041  C3 1.094
11 H 1.087 -1.912 0.755  C4 1.086
12 H 1.529 -0.053 0.979  C4 1.089
13 H 0.508 -1.500 -1.616  C5 1.087
14 H 2.113 -0.873 -1.349  C5 1.091
15 H 0.630 0.593 -2.541  N6 1.020
16 H -0.199 1.011 -1.144  N6 1.040
17 H 1.422 1.228 -1.191  N6 1.019



[4]
Below is a 5-piece molecular cluster, C22H36F12O10P overall in a non-equilibrium geometry, with properties calculated with ωB97M-V/def2-TZVPD.

As for the orbital gap: 9.53 eV. The LUMO energy comes out at -2.92 eV. Its charge is +1. Its multiplicity is 1.

Each atom is followed by the atoms it is bonded to, with distances in Å.
Cartesian coordinates (Å):
1 C -0.704 -2.085 1.529  O2 1.423, H10 1.099, H11 1.098, H12 1.097
2 O 0.085 -1.318 2.431  C1 1.423, C3 1.396
3 C 0.107 0.043 2.124  O2 1.396, P4 1.876, H13 1.103, H14 1.100
4 P -1.520 0.933 2.407  C3 1.876, C5 1.862, H15 1.416, H16 1.413
5 C -2.405 1.127 0.780  P4 1.862, C6 1.581, H17 1.099, H18 1.094
6 C -3.956 1.262 1.060  C5 1.581, C7 1.553, H19 1.100, H20 1.092
7 C -4.550 -0.172 1.117  C6 1.553, C8 1.551, H21 1.100, H22 1.101
8 C -5.500 -0.416 2.319  C7 1.551, O9 1.424, H23 1.099, H24 1.098
9 O -5.075 0.240 3.509  C8 1.424, H25 0.954
10 H -1.550 -1.543 1.084  C1 1.099
11 H -1.143 -2.901 2.117  C1 1.098
12 H -0.124 -2.543 0.717  C1 1.097
13 H 0.469 0.280 1.110  C3 1.103
14 H 0.834 0.500 2.813  C3 1.100
15 H -2.412 0.248 3.267  P4 1.416
16 H -1.191 2.239 2.835  P4 1.413
17 H -2.079 2.050 0.282  C5 1.099
18 H -2.232 0.289 0.098  C5 1.094
19 H -4.361 1.808 0.195  C6 1.100
20 H -4.040 1.815 1.997  C6 1.092
21 H -5.119 -0.362 0.195  C7 1.100
22 H -3.755 -0.934 1.140  C7 1.101
23 H -6.543 -0.192 2.055  C8 1.099
24 H -5.478 -1.489 2.552  C8 1.098
25 H -5.451 1.115 3.454  O9 0.954
26 C 1.793 -5.065 2.699  C27 1.515, H35 1.091, H36 1.091, H37 1.089
27 C 2.180 -4.491 1.351  C26 1.515, O28 1.434, H38 1.089, H39 1.091
28 O 3.606 -4.410 1.218  C27 1.434, C29 1.333
29 C 4.215 -5.551 0.897  O28 1.333, O30 1.188, C31 1.525
30 O 3.671 -6.593 0.723  C29 1.188
31 C 5.714 -5.317 0.745  C29 1.525, F32 1.330, F33 1.337, F34 1.320
32 F 6.208 -4.597 1.749  C31 1.330
33 F 5.982 -4.656 -0.386  C31 1.337
34 F 6.388 -6.451 0.709  C31 1.320
35 H 2.252 -4.489 3.504  C26 1.091
36 H 0.710 -5.050 2.825  C26 1.091
37 H 2.136 -6.094 2.801  C26 1.089
38 H 1.810 -3.471 1.264  C27 1.089
39 H 1.751 -5.067 0.530  C27 1.091
40 C 7.998 -4.714 -2.921  C41 1.514, H49 1.091, H50 1.085, H51 1.090
41 C 7.377 -3.529 -3.629  C40 1.514, O42 1.436, H52 1.089, H53 1.091
42 O 8.238 -3.029 -4.664  C41 1.436, C43 1.330
43 C 8.213 -3.707 -5.808  O42 1.330, O44 1.189, C45 1.525
44 O 7.548 -4.669 -6.022  C43 1.189
45 C 9.137 -3.045 -6.825  C43 1.525, F46 1.331, F47 1.334, F48 1.323
46 F 10.319 -2.740 -6.293  C45 1.331
47 F 8.601 -1.914 -7.285  C45 1.334
48 F 9.360 -3.832 -7.864  C45 1.323
49 H 8.987 -4.455 -2.540  C40 1.091
50 H 7.374 -5.034 -2.093  C40 1.085
51 H 8.126 -5.557 -3.600  C40 1.090
52 H 7.239 -2.707 -2.928  C41 1.089
53 H 6.396 -3.775 -4.039  C41 1.091
54 C -2.525 3.033 -5.348  C55 1.515, H63 1.091, H64 1.089, H65 1.090
55 C -4.002 3.145 -5.662  C54 1.515, O56 1.439, H66 1.088, H67 1.090
56 O -4.798 2.484 -4.661  C55 1.439, C57 1.326
57 C -4.997 3.168 -3.542  O56 1.326, O58 1.190, C59 1.525
58 O -4.573 4.254 -3.308  C57 1.190
59 C -5.890 2.368 -2.599  C57 1.525, F60 1.337, F61 1.327, F62 1.330
60 F -5.504 1.092 -2.499  C59 1.337
61 F -7.149 2.359 -3.016  C59 1.327
62 F -5.886 2.871 -1.367  C59 1.330
63 H -2.240 1.986 -5.223  C54 1.091
64 H -1.930 3.466 -6.152  C54 1.089
65 H -2.279 3.549 -4.420  C54 1.090
66 H -4.223 2.642 -6.602  C55 1.088
67 H -4.314 4.184 -5.768  C55 1.090
68 C -1.081 7.424 4.217  C69 1.515, H77 1.091, H78 1.089, H79 1.090
69 C -2.316 7.237 5.073  C68 1.515, O70 1.442, H80 1.088, H81 1.090
70 O -3.200 6.251 4.503  C69 1.442, C71 1.322
71 C -2.874 4.989 4.724  O70 1.322, O72 1.191, C73 1.524
72 O -1.927 4.609 5.338  C71 1.191
73 C -3.918 4.069 4.102  C71 1.524, F74 1.332, F75 1.326, F76 1.341
74 F -4.227 4.425 2.856  C73 1.332
75 F -5.046 4.069 4.799  C73 1.326
76 F -3.489 2.800 4.050  C73 1.341
77 H -1.361 7.669 3.192  C68 1.091
78 H -0.460 8.226 4.615  C68 1.089
79 H -0.484 6.512 4.181  C68 1.090
80 H -2.885 8.164 5.113  C69 1.088
81 H -2.060 6.968 6.098  C69 1.090



[5]
Below is a single C4H4O3S molecule in a non-equilibrium geometry, with properties calculated with ωB97M-V/def2-TZVPD.

The SMILES is C#COS(=O)(=O)C=C. For the energy above the lowest of the compared OMol25 structures with the same formula, charge and spin, the calculation gives 501.0 kJ/mol. As for the orbital gap: 10.04 eV. The LUMO energy comes out at -0.05 eV. Its multiplicity is 1.

Each atom is followed by the atoms it is bonded to, with distances in Å.
Cartesian coordinates (Å):
1 C -1.281 -2.755 -0.855  C2 1.200, H9 1.067
2 C -1.024 -1.905 -0.048  C1 1.200, O3 1.308
3 O -0.828 -0.860 0.712  C2 1.308, S4 1.670
4 S -0.774 0.673 0.051  O3 1.670, O5 1.421, O6 1.405, C7 1.798
5 O -1.272 1.504 1.090  S4 1.421
6 O -1.427 0.673 -1.193  S4 1.405
7 C 0.971 0.969 -0.266  S4 1.798, C8 1.325, H10 1.083
8 C 1.693 1.520 0.699  C7 1.325, H11 1.223, H12 1.019
9 H -1.689 -3.708 -1.110  C1 1.067
10 H 1.403 0.377 -1.062  C7 1.083
11 H 2.813 1.828 0.316  C8 1.223
12 H 1.415 1.684 1.666  C8 1.019



[6]
Below is a single C16H16ClNO4S molecule, with properties calculated with ωB97M-V/def2-TZVPD.

The SMILES is O=C(COC(=O)CCSc1ccc(Cl)cc1)NCc1ccco1. For the energy above the lowest of the compared OMol25 structures with the same formula, charge and spin, the calculation gives 22.8 kJ/mol. As for the orbital gap: 9.00 eV. The LUMO energy comes out at 0.66 eV. Its multiplicity is 1.

Each atom is followed by the atoms it is bonded to, with distances in Å.
Cartesian coordinates (Å):
1 O -4.668 1.677 -0.764  C2 1.209
2 C -3.673 1.811 -0.090  O1 1.209, C3 1.541, N17 1.346
3 C -2.600 2.870 -0.404  C2 1.541, O4 1.430, H24 1.094, H25 1.090
4 O -1.473 2.244 -1.024  C3 1.430, C5 1.326
5 C -0.565 1.662 -0.252  O4 1.326, O6 1.209, C7 1.510
6 O -0.608 1.640 0.956  C5 1.209
7 C 0.515 0.991 -1.067  C5 1.510, C8 1.527, H26 1.089, H27 1.093
8 C 0.530 -0.494 -0.715  C7 1.527, S9 1.819, H28 1.090, H29 1.090
9 S 1.935 -1.368 -1.472  C8 1.819, C10 1.770
10 C 3.354 -0.679 -0.670  S9 1.770, C11 1.393, C16 1.389
11 C 4.578 -0.883 -1.305  C10 1.393, C12 1.379, H30 1.079
12 C 5.745 -0.400 -0.751  C11 1.379, C13 1.388, H31 1.078
13 C 5.691 0.299 0.447  C12 1.388, Cl14 1.728, C15 1.385
14 Cl 7.147 0.920 1.143  C13 1.728
15 C 4.482 0.502 1.090  C13 1.385, C16 1.384, H32 1.079
16 C 3.314 0.009 0.536  C10 1.389, C15 1.384, H33 1.078
17 N -3.377 1.068 0.993  C2 1.346, C18 1.453, H34 1.014
18 C -4.084 -0.167 1.290  N17 1.453, C19 1.494, H35 1.092, H36 1.092
19 C -3.277 -1.337 0.830  C18 1.494, C20 1.365, O23 1.351
20 C -3.115 -1.885 -0.409  C19 1.365, C21 1.417, H37 1.071
21 C -2.152 -2.914 -0.264  C20 1.417, C22 1.360, H38 1.071
22 C -1.798 -2.909 1.050  C21 1.360, O23 1.343, H39 1.072
23 O -2.468 -1.957 1.718  C19 1.351, C22 1.343
24 H -2.285 3.387 0.508  C3 1.094
25 H -2.989 3.574 -1.141  C3 1.090
26 H 0.323 1.138 -2.129  C7 1.089
27 H 1.476 1.442 -0.807  C7 1.093
28 H -0.350 -0.998 -1.115  C8 1.090
29 H 0.554 -0.645 0.364  C8 1.090
30 H 4.601 -1.425 -2.238  C11 1.079
31 H 6.691 -0.558 -1.244  C12 1.078
32 H 4.449 1.041 2.024  C15 1.079
33 H 2.387 0.167 1.064  C16 1.078
34 H -2.482 1.203 1.450  N17 1.014
35 H -4.255 -0.232 2.367  C18 1.092
36 H -5.036 -0.126 0.757  C18 1.092
37 H -3.624 -1.592 -1.304  C20 1.071
38 H -1.781 -3.564 -1.029  C21 1.071
39 H -1.111 -3.512 1.609  C22 1.072